Molecular formula: C5H8O
Method: DFT, the ωB97M-V functional and the def2-TZVPD basis

XYZ file:
```
14
C5H8O, DFT the ωB97M-V functional and the def2-TZVPD basis
C 1.369 -0.262 -0.766
C 0.393 0.200 0.268
C -0.774 -0.663 0.579
C -1.713 -0.396 -0.542
O -1.612 0.508 -1.329
C 0.548 1.329 0.932
H 0.909 -0.463 -1.729
H 1.819 -1.204 -0.446
H 2.204 0.414 -0.974
H -0.597 -1.737 0.587
H -1.296 -0.379 1.506
H -2.636 -0.950 -0.607
H 0.016 1.624 1.832
H 1.371 1.980 0.689
```

Values from the calculation:
ΔE to the lowest compared entry with this formula, charge and spin: 30.18 kcal/mol
Total charge: 0


Molecular formula: C8H10ClN3O2P
Method: DFT, the ωB97M-V functional and the def2-TZVPD basis

XYZ file:
```
25
C8H10ClN3O2P, DFT the ωB97M-V functional and the def2-TZVPD basis
O -0.869 -0.445 0.962
P -1.457 -1.842 0.065
O -2.428 -1.302 -1.321
C -0.016 -2.811 -0.726
C 0.547 -4.282 -0.293
N 1.648 -5.121 -0.806
N 2.347 -4.653 -1.870
C 1.991 -3.338 -2.473
C 0.859 -2.246 -2.040
Cl 0.506 -0.615 -2.863
H -1.416 0.337 0.600
H -2.087 -1.871 -2.097
H -0.052 -4.772 0.619
H 3.129 -5.248 -2.276
H 2.639 -3.032 -3.430
N -0.447 3.010 1.547
C -0.085 3.588 2.735
C -0.336 4.939 2.646
C -0.874 5.184 1.360
C -0.934 3.975 0.703
H -0.369 2.026 1.326
H 0.320 2.990 3.541
H -0.152 5.669 3.423
H -1.184 6.139 0.956
H -1.280 3.719 -0.289
```

Values from the calculation:
Total charge: +1


Molecular formula: C22H28BF6O6P2S
Method: DFT, the ωB97M-V functional and the def2-TZVPD basis

XYZ file:
```
66
C22H28BF6O6P2S, DFT the ωB97M-V functional and the def2-TZVPD basis
C -0.343 -1.801 4.137
C -1.081 -0.973 3.425
C -1.753 -0.057 2.262
C -0.639 0.717 1.342
P -0.401 2.320 2.312
O -1.843 3.285 2.143
O -0.256 2.054 4.026
S 1.092 3.433 1.795
O 0.637 0.032 1.606
B 1.536 -0.208 0.436
C 2.907 0.686 0.284
C 3.888 0.239 -0.921
O 5.009 1.237 -0.920
C 6.124 0.513 -0.325
C 7.442 0.086 -1.187
O 6.126 0.124 0.903
P 2.071 -2.050 0.325
C 3.623 -2.205 1.471
C 0.824 -3.248 1.104
C 0.307 -4.406 0.050
O 0.687 0.371 -0.658
C -0.705 0.650 -0.263
C -1.411 -0.739 -0.794
C -0.898 -1.215 -2.237
F -1.701 -2.414 -2.582
C -1.125 1.865 -1.210
F -0.985 3.196 -0.690
F -0.282 1.833 -2.413
C -2.649 1.784 -1.798
C -2.965 1.834 -3.338
C -4.474 1.793 -3.784
C -5.711 1.663 -2.796
C -5.392 1.594 -1.255
C -6.501 1.443 -0.085
F -7.845 1.337 -0.570
F -6.217 0.166 0.571
F -6.355 2.454 0.932
C -3.893 1.676 -0.796
H 0.193 -2.735 4.561
H -2.303 0.791 2.851
H -2.570 -0.599 1.671
H -1.565 4.107 1.663
H 0.665 1.706 4.188
H 3.478 0.820 1.295
H 2.557 1.767 0.006
H 3.388 0.370 -1.962
H 4.392 -0.782 -0.783
H 8.298 -0.232 -0.467
H 7.247 -0.799 -1.898
H 7.787 1.046 -1.739
H 3.532 -3.094 2.210
H 4.570 -2.378 0.812
H 3.755 -1.259 2.132
H -0.131 -2.768 1.523
H 1.333 -3.844 1.970
H 0.400 -5.445 0.531
H -0.831 -4.229 -0.132
H 0.826 -4.303 -0.971
H -2.568 -0.719 -0.674
H -1.059 -1.556 -0.035
H 0.196 -1.554 -2.282
H -1.160 -0.445 -3.074
H -2.117 1.921 -4.123
H -4.715 1.865 -4.910
H -6.807 1.628 -3.148
H -3.622 1.630 0.336
```

Values from the calculation:
Total charge: -1


Molecular formula: C4H7ClNO
Method: DFT, the ωB97M-V functional and the def2-TZVPD basis

XYZ file:
```
14
C4H7ClNO, DFT the ωB97M-V functional and the def2-TZVPD basis
C -2.123 -0.706 -0.057
C 0.467 -1.056 -0.529
C 0.421 -0.810 0.991
C -0.688 -0.248 -0.031
N -0.576 1.151 -0.324
O -2.481 -1.744 -0.452
Cl -3.376 0.553 0.211
H 1.209 -0.473 -1.170
H 0.356 -2.123 -0.795
H 0.244 -1.735 1.451
H 1.057 -0.029 1.442
H -1.508 1.536 -0.179
H -0.251 1.137 -1.294
H 0.052 1.716 0.251
```

Values from the calculation:
ΔE to the lowest compared entry with this formula, charge and spin: 10.77 kcal/mol
Total charge: +1


Molecular formula: C11H13Cl16F3I2OP
Method: DFT, the ωB97M-V functional and the def2-TZVPD basis

XYZ file:
```
47
C11H13Cl16F3I2OP, DFT the ωB97M-V functional and the def2-TZVPD basis
C -2.270 -2.783 -2.017
C -2.735 -3.400 -0.720
I -4.621 -4.366 -0.919
C -2.026 -3.312 0.398
I -2.724 -4.167 2.199
P -0.229 -2.401 0.661
C -1.067 -0.659 0.638
C -1.362 -0.197 2.049
O -1.425 1.241 2.195
C -2.579 1.793 1.645
C -2.222 3.057 0.901
F -1.779 4.028 1.720
F -1.272 2.865 -0.021
F -3.302 3.561 0.258
H -1.335 -3.273 -2.306
H -2.972 -2.940 -2.832
H -2.035 -1.729 -1.884
H -0.406 -2.546 2.101
H 0.397 -3.732 0.643
H 0.027 -2.314 -0.791
H 1.056 -1.764 0.891
H -2.003 -0.716 0.073
H -0.379 0.056 0.179
H -2.300 -0.632 2.418
H -0.579 -0.514 2.741
H -3.299 2.067 2.427
H -3.075 1.124 0.936
C -2.288 8.238 0.723
Cl -3.323 9.268 -0.282
Cl -0.595 8.663 0.436
Cl -2.678 8.517 2.427
Cl -2.554 6.550 0.325
C 4.103 -2.962 2.184
Cl 5.877 -2.877 2.092
Cl 3.425 -1.373 1.884
Cl 3.520 -4.092 0.963
Cl 3.623 -3.526 3.789
C 0.120 0.497 -3.944
Cl -1.057 0.015 -5.181
Cl 1.709 0.693 -4.710
Cl -0.379 2.039 -3.237
Cl 0.198 -0.730 -2.688
C 7.354 -1.456 -1.671
Cl 8.331 -1.269 -0.206
Cl 7.199 0.116 -2.467
Cl 8.166 -2.586 -2.767
Cl 5.766 -2.071 -1.254
```

Values from the calculation:
Total charge: -1


no.,LUMO energy (eV),highest occupied orbital energy (hartree),total energy (Ha)
1,0.97,-0.34832,-270.50980
2,-6.66,-0.36974,-1426.61817
3,1.57,-0.15687,-3011.22683
4,-3.92,-0.56363,-746.49301
5,1.74,-0.16579,-9101.46171